1.
A molecular structure, C26H25CdF6N3O6S4 at a distorted geometry. Source: OMol25; level of theory: ωB97M-V/def2-TZVPD.

Geometry as XYZ:
```
71
Properties=species:S:1:pos:R:3:forces:R:3
Cd 0.27179 -0.37826 0.08482 0.7 -1.2 -0.4
C 5.97897 1.21357 -0.77083 0.0 -0.2 0.2
C 5.93012 0.01821 0.17529 0.2 0.5 0.1
N 4.82239 -0.87311 -0.11831 -0.2 0.1 0.1
C 5.08711 -2.10180 -0.83537 -0.1 -0.4 -0.4
C 4.80434 -1.99994 -2.33100 0.1 0.0 0.2
C 3.57508 -0.51879 0.23968 -0.6 -0.5 0.0
S 2.29993 -1.66393 -0.08524 0.9 -0.6 0.0
N 3.48138 0.62404 0.89207 0.4 0.4 0.4
C 2.44146 1.40488 1.13775 0.0 -0.3 -0.6
O 1.28693 1.31183 0.64118 1.0 1.6 1.0
C 2.75560 2.59366 1.97556 -0.2 0.2 0.2
C 1.71245 3.40242 2.42138 0.1 -0.1 -0.1
C 1.98212 4.53722 3.16305 0.0 0.1 0.0
C 3.29095 4.88153 3.46204 0.1 0.0 0.0
C 4.33354 4.08114 3.02096 0.1 0.1 0.0
C 4.06881 2.94218 2.28395 -0.1 -0.1 -0.1
H 6.81363 1.86149 -0.51662 0.1 0.1 0.0
H 5.05952 1.78124 -0.66825 -0.1 0.1 -0.1
H 6.08702 0.88387 -1.80057 0.0 0.0 -0.1
H 5.81350 0.37680 1.19963 0.1 -0.1 0.0
H 6.85862 -0.55144 0.11240 -0.1 -0.1 0.0
H 4.46175 -2.88373 -0.40529 0.2 -0.1 0.0
H 6.13256 -2.37005 -0.68249 0.0 0.0 0.1
H 3.77647 -1.69543 -2.49447 -0.1 0.1 -0.1
H 4.94327 -2.97504 -2.78734 0.1 -0.1 -0.1
H 5.47105 -1.28659 -2.80726 0.1 0.1 -0.1
H 0.69702 3.12027 2.19019 -0.1 0.0 -0.1
H 1.17061 5.16339 3.50154 -0.1 0.0 0.1
H 3.50540 5.76570 4.04513 0.0 0.1 0.0
H 5.35773 4.35086 3.23913 0.0 0.0 0.1
H 4.87261 2.31436 1.93526 0.1 -0.1 0.0
F -3.47068 2.26756 3.15073 0.3 -0.4 -0.1
C -3.06275 2.12432 1.89614 -0.3 0.1 -0.2
F -4.13033 2.00061 1.11067 0.0 -0.2 0.0
F -2.43194 3.24836 1.53700 0.3 -0.4 0.0
S -1.91955 0.65526 1.59861 -1.7 1.5 1.5
O -1.73516 0.70759 0.16264 -0.2 0.3 -0.5
O -0.75623 0.85502 2.39124 0.3 0.2 0.4
N -2.83258 -0.55110 2.02557 0.1 0.0 0.1
S -2.25040 -1.92238 1.51622 -1.1 -0.7 -0.5
O -0.82210 -1.85278 1.29661 0.3 -0.6 0.3
O -2.75700 -3.04485 2.21505 -0.2 0.0 0.2
C -2.93823 -2.09026 -0.24573 -0.2 0.0 -0.4
F -3.32728 -3.33184 -0.51592 0.1 0.0 0.4
F -1.99365 -1.77130 -1.14427 0.1 0.0 0.1
F -3.97568 -1.27870 -0.45131 0.1 0.0 0.3
O 0.03206 -0.03915 -2.05907 0.3 -0.7 -0.4
S -0.96540 1.03980 -2.33701 0.2 1.8 -1.9
C -0.76812 1.37814 -4.12298 -0.5 -0.4 0.2
C -1.92829 1.64027 -4.83574 0.0 0.0 0.2
C -1.86749 1.83352 -6.20605 0.1 0.0 -0.1
C -0.64822 1.74322 -6.85784 -0.1 0.1 -0.1
C 0.51341 1.50508 -6.14046 0.0 -0.1 0.1
C 0.45371 1.31207 -4.77012 0.1 0.0 0.1
C -0.10166 2.54562 -1.83047 -0.1 0.0 0.2
C -0.81230 3.67189 -1.45623 -0.1 -0.2 0.0
C -0.12407 4.79678 -1.03000 0.0 0.1 0.0
C 1.26185 4.79000 -0.98867 0.0 0.0 0.0
C 1.96481 3.65280 -1.35431 -0.1 0.0 -0.1
C 1.28099 2.52571 -1.77264 0.0 -0.1 -0.2
H -2.87230 1.68221 -4.31553 -0.2 0.0 0.0
H -2.76715 2.04166 -6.76679 -0.1 0.0 0.0
H -0.60082 1.84783 -7.93130 0.0 0.1 -0.1
H 1.46717 1.46143 -6.64786 0.0 0.0 0.0
H 1.35000 1.09918 -4.20991 0.1 -0.1 0.1
H -1.89099 3.66034 -1.49170 -0.2 0.0 0.1
H -0.67137 5.67627 -0.72339 0.0 0.1 0.0
H 1.79736 5.66914 -0.66083 0.0 0.1 0.1
H 3.04381 3.63348 -1.30378 0.1 0.0 0.0
H 1.81058 1.62113 -2.04000 0.1 0.0 0.1
```
Forces are in eV/Å.

Calculated values
LUMO level   0.1 eV
Net charge   0
HOMO-LUMO gap   8.8 eV
HOMO   -8.721 eV

***

2.
A molecular structure, C26H25Cl5CrF6N3O4P2S2 at a distorted geometry. Source: OMol25; level of theory: ωB97M-V/def2-TZVPD.

Geometry as XYZ:
```
74
Properties=species:S:1:pos:R:3:forces:R:3
Cr -0.44560 0.29115 -0.34819 0.2 -0.2 -0.1
Cl 2.21895 0.18926 -1.26489 0.3 -0.1 -0.1
C 1.37747 1.23917 -2.35122 -0.4 0.2 0.1
C 0.04704 1.46810 -2.00286 0.1 0.3 -0.7
C -0.63231 2.32882 -2.87388 0.2 -0.2 0.2
Cl -2.29234 2.70196 -2.59443 -0.2 0.2 0.0
C -0.02788 2.91066 -3.99181 0.0 0.0 0.1
Cl -0.91519 3.96891 -5.01367 0.0 0.0 -0.1
C 1.30555 2.63701 -4.28463 0.0 0.0 0.1
Cl 2.05990 3.33738 -5.65533 0.0 0.0 0.0
C 2.02238 1.78786 -3.44771 0.2 0.0 -0.1
Cl 3.67210 1.43159 -3.76531 0.0 0.0 0.0
C 2.39815 4.05537 2.83221 0.0 0.0 0.0
C 2.59508 3.67217 1.51536 0.0 0.1 0.0
C 1.60901 2.98291 0.83262 -0.3 -0.1 -0.2
C 0.42098 2.65822 1.47309 0.6 0.6 0.5
C 0.21687 3.05866 2.79290 -0.1 -0.2 -0.1
C 1.20500 3.74712 3.47003 0.0 0.1 -0.1
N -0.60953 1.95502 0.78964 -0.6 0.8 0.7
N -1.74949 2.43548 1.01826 0.7 0.4 0.1
C -2.77626 1.76561 0.39501 -0.5 -0.9 -0.4
C -4.07947 2.24816 0.52974 0.3 0.2 0.1
C -5.11791 1.57106 -0.07408 -0.1 -0.1 -0.1
C -4.84710 0.39818 -0.77195 0.1 0.1 0.0
C -3.54397 -0.06460 -0.89678 0.1 -0.1 -0.1
C -2.45878 0.61802 -0.35583 -0.2 0.0 0.0
H 3.17102 4.59592 3.36114 0.0 0.0 0.0
H 3.52114 3.90738 1.00993 0.0 0.0 0.0
H 1.74228 2.73091 -0.20826 0.1 -0.1 0.0
H -0.71927 2.81016 3.27339 0.0 0.0 0.1
H 1.04666 4.04328 4.49796 0.0 0.0 0.0
H -4.24541 3.16167 1.08521 0.0 0.0 0.1
H -6.13444 1.93048 0.00791 0.0 0.0 0.0
H -5.65758 -0.15514 -1.23030 0.0 0.0 0.0
H -3.38505 -1.00072 -1.41602 -0.1 0.0 0.0
C -2.83126 -1.39599 1.93524 0.1 0.2 -0.2
P -1.16300 -1.59048 1.16511 -0.8 -0.8 0.5
C -0.38514 -2.28066 2.67268 0.1 0.3 -0.2
C -1.38370 -3.13598 0.14331 0.1 0.3 -0.1
C -1.44279 -2.94776 -1.38692 0.1 0.1 0.2
P -0.62141 -1.41312 -2.05003 -0.6 -0.8 -0.9
C 0.71314 -2.06998 -3.11215 0.2 0.2 0.3
C -1.70751 -0.93161 -3.46309 0.0 0.2 0.3
H -3.07073 -2.26499 2.54811 0.1 0.0 0.0
H -3.60892 -1.24729 1.19362 0.0 0.0 0.0
H -2.80754 -0.51150 2.57531 0.0 0.0 0.0
H -0.90517 -3.20041 2.94103 0.0 0.0 0.0
H -0.48716 -1.55617 3.48024 0.0 0.0 0.0
H 0.66173 -2.49952 2.53297 0.1 -0.1 0.0
H -2.28772 -3.63851 0.49465 0.1 0.0 0.0
H -0.53309 -3.76661 0.39548 0.1 0.0 0.0
H -2.48191 -2.92988 -1.72013 0.1 0.0 -0.1
H -0.95434 -3.79785 -1.86625 -0.1 0.0 -0.1
H 0.27051 -2.73668 -3.85213 0.0 0.0 0.0
H 1.45453 -2.59681 -2.52732 0.2 -0.1 0.1
H 1.18652 -1.23356 -3.62703 0.0 0.0 0.0
H -2.08265 -1.81836 -3.97455 0.1 0.0 0.0
H -1.09616 -0.35251 -4.15569 0.0 0.0 0.0
H -2.53975 -0.30520 -3.15880 0.0 0.0 0.0
F 3.96933 -0.33936 4.29011 0.0 0.0 -0.1
C 2.73435 -0.22606 3.81623 -0.1 -0.1 0.0
F 1.98003 -1.18881 4.35583 0.0 0.0 -0.1
F 2.23527 0.94563 4.20856 0.0 0.1 -0.1
S 2.73541 -0.33258 1.95743 -0.1 -0.3 1.0
O 1.34526 -0.07528 1.59626 0.5 -0.5 0.0
O 3.70144 0.64239 1.57603 0.2 0.0 -0.3
N 3.25989 -1.81567 1.82157 -0.5 0.6 0.0
S 2.69800 -3.02753 1.01049 0.4 -0.5 -0.3
O 2.34158 -4.15761 1.81164 0.0 0.1 0.4
O 1.76490 -2.67661 -0.03093 -0.1 0.3 -0.4
C 4.29009 -3.61785 0.17210 0.1 0.0 -0.1
F 5.32208 -2.87260 0.54496 0.1 0.0 0.0
F 4.53020 -4.88010 0.51198 0.0 0.0 0.1
F 4.20366 -3.57370 -1.16311 -0.3 0.2 0.1
```
Forces are in eV/Å.

Calculated values
LUMO level (spin up / spin down)   -1.1 / -1.6 eV
Net charge   0
HOMO-LUMO gap (spin up / spin down)   7.9 / 7.5 eV
HOMO (spin up / spin down)   -9.007 / -9.072 eV
2S+1   4
⟨S²⟩   3.82

***

3.
A molecular structure, C26H25FeN2O7S2. Source: OMol25; level of theory: ωB97M-V/def2-TZVPD.

Geometry as XYZ:
```
63
Properties=species:S:1:pos:R:3:forces:R:3
Fe 1.35775 1.12093 -0.56230 0.5 0.1 -0.6
C 0.72325 -1.11866 3.09578 0.1 -0.1 0.1
C 1.45175 -0.87541 1.80704 0.1 0.0 0.0
O 1.61968 0.24929 1.40837 0.0 0.1 0.0
C 1.04842 -2.67360 -0.49496 0.1 0.1 0.0
C 1.35411 -4.16272 -0.78387 0.0 0.0 -0.1
C 0.62749 -4.58532 -2.03836 0.0 0.0 0.1
C 0.56206 -3.71725 -3.05343 0.0 0.1 0.0
C 1.03277 -2.35003 -2.93883 0.0 -0.2 -0.1
C 1.31212 -1.78529 -1.72999 -0.2 0.0 0.0
O 1.62985 -0.54704 -1.58238 0.4 -0.1 0.3
H 0.89468 -0.29241 3.78434 0.0 0.0 0.0
H 0.99332 -2.07228 3.54228 0.0 0.0 0.0
H -0.34098 -1.13652 2.84345 0.0 0.0 0.0
H 0.99813 -4.73721 0.07646 0.0 0.0 0.0
H 0.25721 -5.60097 -2.11496 0.0 0.0 0.0
H 0.12049 -4.02667 -3.99603 0.0 0.0 0.0
H 1.07353 -1.70865 -3.81019 0.0 0.0 0.0
C 5.07971 -0.59242 -0.66107 0.0 0.0 0.0
C 4.83548 0.87351 -0.61818 0.0 0.0 -0.1
N 3.66402 1.47185 -0.66270 -0.1 0.0 0.0
C 3.91185 2.81666 -0.68540 -0.1 0.0 0.0
C 5.25712 3.04606 -0.63860 0.1 0.1 0.0
N 5.82270 1.79735 -0.59851 0.1 -0.1 0.0
C 6.13545 4.23991 -0.63055 0.0 -0.3 0.0
O 5.54823 5.40734 -0.68290 -0.4 0.1 0.0
O 7.34131 4.08725 -0.57364 -0.1 0.1 0.0
C 2.75798 3.74881 -0.81963 0.0 0.3 -0.1
O 2.99146 4.97679 -0.82922 0.2 -0.1 0.0
O 1.63763 3.19305 -0.93917 -0.2 -0.1 0.2
H 4.43607 -1.10505 0.04951 0.0 0.0 0.0
H 6.12399 -0.82003 -0.44338 0.0 0.0 0.0
H 4.83216 -0.97988 -1.65107 0.0 0.0 0.0
H 6.81859 1.64971 -0.56167 0.0 0.0 0.0
H 4.52237 5.30443 -0.73992 0.1 0.0 0.0
C -9.42305 2.83787 2.40825 0.0 -0.1 0.0
C -8.07392 2.66880 1.75216 0.0 -0.1 -0.1
O -7.35951 3.58388 1.45887 0.1 0.0 0.0
S -7.67670 0.93669 1.46374 0.0 0.2 0.0
C -5.96532 1.00015 1.00783 0.0 0.0 0.1
C -5.54109 1.59415 -0.17501 0.1 0.0 0.0
C -4.19211 1.62373 -0.48845 -0.1 0.0 -0.1
C -3.23633 1.05448 0.35976 0.2 0.0 0.0
C -3.68662 0.43874 1.53493 -0.1 0.0 0.0
C -5.03217 0.41817 1.86216 0.0 0.0 -0.1
C -1.83934 1.09679 0.03973 -0.2 -0.1 0.0
C -0.65222 1.11878 -0.24577 -0.5 0.2 0.1
H -9.80037 3.84137 2.22556 0.0 0.0 0.0
H -9.29431 2.69025 3.48186 0.0 0.0 0.0
H -10.13092 2.08868 2.05117 0.0 0.0 0.0
H -6.26586 2.03536 -0.84593 0.0 0.0 0.0
H -3.85900 2.08818 -1.40695 0.0 0.0 0.0
H -2.95964 -0.01627 2.19524 0.0 0.0 0.0
H -5.36714 -0.04840 2.78051 0.0 0.0 0.0
C -0.41497 -2.47294 -0.09085 0.1 0.0 0.0
S 2.14001 -2.32448 0.96799 -0.1 0.1 0.1
C 2.85487 -4.45635 -0.97589 -0.1 0.1 0.0
H -0.64642 -3.04146 0.81460 0.0 0.0 0.0
H -1.05157 -2.82882 -0.90244 0.0 0.0 0.0
H -0.63418 -1.41436 0.06734 0.0 0.0 0.0
H 2.98762 -5.50530 -1.24333 0.0 0.0 0.0
H 3.44076 -4.26105 -0.07451 0.0 0.0 0.0
H 3.24776 -3.84216 -1.78890 0.0 0.0 0.0
```
Forces are in eV/Å.

Calculated values
Energy relative to the best compared isomer or geometry (same formula, charge and spin)   14.3 kcal/mol
LUMO level (spin up / spin down)   2.1 / 2.1 eV
Net charge   -1
HOMO-LUMO gap (spin up / spin down)   6.7 / 6.7 eV
HOMO (spin up / spin down)   -4.534 / -4.587 eV
2S+1   5
⟨S²⟩   6.01

***

Number 1: DFT total energy -3981.16569 a.u.. Number 2: DFT total energy -6894.68324 a.u.. Number 3: DFT total energy -3702.18110 a.u..